# C22H42NP3RuS2

A structure of composition C22H42NP3RuS2 in a non-equilibrium geometry (ωB97M-V/def2-TZVPD, OMol25).

Geometry as ORCA input:
```
! wB97M-V def2-TZVPD RIJCOSX def2/J DEFGRID3
* xyz 4 5
Ru 0.40180 -0.63657 0.21479
P -0.35323 -1.21477 2.15875
P 2.57600 -0.77697 0.65546
P 0.11660 -2.53056 -0.90644
H -4.47263 1.68783 -4.45774
C -4.49624 0.64031 -4.18426
C -5.34034 0.29039 -3.20142
H -6.04840 1.03753 -2.75081
C -0.58374 0.10579 3.38811
C 0.66234 -2.44399 3.09061
C -1.98947 -2.00126 2.06027
C 3.50927 0.00037 -0.72119
C 3.15569 0.02231 2.21401
C 3.27080 -2.48102 0.80238
C -1.56898 -2.69601 -1.54986
C 0.43060 -4.15125 -0.08679
C 1.22023 -2.57443 -2.36862
H -3.87054 -0.01845 -4.82813
H -5.48916 -0.76235 -2.91356
H -1.16955 0.92236 2.94329
H 0.38768 0.49617 3.71490
H -1.11643 -0.31087 4.25472
H 1.61766 -1.98603 3.39088
H 0.85256 -3.34165 2.48227
H 0.09814 -2.72933 3.99048
H -2.71246 -1.27547 1.65655
H -2.30581 -2.30862 3.06848
H -1.98704 -2.88238 1.40349
H 4.50556 -0.45956 -0.82612
H 3.61067 1.07873 -0.53226
H 2.93713 -0.14870 -1.65221
H 3.77126 -0.68491 2.80103
H 2.27422 0.32093 2.80993
H 3.72857 0.94062 1.99814
H 4.37026 -2.47040 0.92498
H 3.02514 -3.06962 -0.09365
H 2.83020 -2.97884 1.68089
H -1.67904 -3.66565 -2.06061
H -1.76457 -1.88539 -2.26384
H -2.29207 -2.61689 -0.72539
H 0.27955 -4.94889 -0.82987
H -0.27054 -4.30698 0.74656
H 1.45301 -4.23309 0.30641
H 0.82791 -3.28889 -3.10649
H 2.24929 -2.86836 -2.10710
H 1.23319 -1.57816 -2.83522
C -3.23812 1.61090 -1.62983
C -2.17302 1.09395 -2.39332
C -1.43362 1.96393 -3.19546
C -1.69737 3.34989 -3.18822
C -2.70571 3.85104 -2.35314
C -3.49992 2.99301 -1.58161
S -4.36738 0.61305 -0.70204
H -4.33776 1.54042 0.28906
H -1.99177 0.00768 -2.47590
H -0.63356 1.55093 -3.80652
H -1.01688 4.03742 -3.71591
H -2.86496 4.93453 -2.23124
H -4.32185 3.32758 -0.93964
S -0.00771 1.69935 0.46088
C 1.30103 2.52216 1.20918
N 2.34002 2.90822 0.38375
C 3.45247 3.55724 0.85767
C 3.55499 3.78649 2.21847
C 2.50300 3.43381 3.07621
C 1.34260 2.88147 2.55486
H 2.25939 2.68276 -0.60628
H 4.16830 3.87659 0.10692
H 4.43023 4.31500 2.59580
H 2.58683 3.59142 4.15353
H 0.46570 2.65411 3.15698
*
```

Output
- Energy above the lowest of the compared OMol25 structures with the same formula, charge and spin: 36.6 kcal/mol
- LUMO (alpha / beta): -13.076 / -14.875 eV
- HOMO level (alpha / beta): -18.946 / -18.930 eV

# C22H43BClF6N12O13S

A cluster of 7 separate species, C22H43BClF6N12O13S in total in a non-equilibrium geometry (ωB97M-V/def2-TZVPD, OMol25).

Geometry as ORCA input:
```
! wB97M-V def2-TZVPD RIJCOSX def2/J DEFGRID3
* xyz -1 1
C 2.44932 4.87457 0.77655
C 2.98608 3.98456 -0.34711
C 1.81115 3.24776 -1.02199
O 1.65510 1.99990 -0.39130
C 0.71226 1.15339 -0.99337
C 1.42353 0.50348 -2.21929
O 2.79681 0.29953 -2.00124
O 2.91804 -0.87749 -1.21364
O -0.40068 1.82398 -1.48700
B -1.35219 1.98389 -0.39451
Cl -0.85840 3.23491 0.98052
C -2.84617 2.47487 -0.93008
F -3.37844 3.49623 -0.20812
F -2.70245 2.91080 -2.24330
C -3.84682 1.34111 -0.95809
C -3.91289 0.49198 -2.05123
C -4.84699 -0.52961 -2.08451
C -5.71669 -0.69636 -1.02191
C -5.64974 0.14207 0.07921
C -6.61336 -0.04371 1.21461
F -5.98792 -0.25808 2.38140
F -7.39217 1.04248 1.39610
F -7.45299 -1.07295 1.00345
C -4.71117 1.16277 0.10650
O -1.28229 0.66665 0.25118
C -0.02803 0.15890 0.02239
C -0.20088 -1.27647 -0.49690
C -1.26181 -2.10225 0.22013
S 0.86932 -0.04877 1.68665
O 1.18874 1.18905 2.33097
O 2.01781 -0.88953 1.51785
F -0.17741 -0.74162 2.65382
H 3.26907 5.49288 1.16190
H 1.98878 4.30473 1.58046
H 1.70800 5.57540 0.38903
H 3.37719 4.66309 -1.11125
H 3.73112 3.27276 0.00206
H 0.93497 3.88492 -0.90496
H 2.03616 3.17685 -2.09342
H 1.38408 1.24280 -3.01943
H 0.93201 -0.39348 -2.59394
H 3.43923 -0.57971 -0.45560
H -3.24076 0.65069 -2.88294
H -4.90847 -1.17717 -2.94931
H -6.45554 -1.48461 -1.06926
H -4.67984 1.81607 0.96927
H -0.52320 -1.17366 -1.53440
H 0.75634 -1.79166 -0.54705
H -0.90319 -2.53656 1.14087
H -1.49727 -2.95337 -0.42164
H -2.19158 -1.56013 0.39375
C -1.83612 -5.26139 2.32093
O -1.08449 -4.62894 1.60064
N -3.11983 -5.54947 1.95565
N -1.45831 -5.72671 3.55189
H -3.76035 -6.06168 2.53019
H -3.42497 -5.21310 1.06083
H -0.52335 -5.52154 3.85108
H -2.06286 -6.24394 4.16014
C -1.99416 -2.32790 -4.23040
O -1.41682 -1.69315 -3.37464
N -2.61104 -1.73275 -5.30254
N -2.07541 -3.69430 -4.19199
H -3.09317 -2.23951 -6.01907
H -2.56682 -0.73193 -5.35536
H -1.62820 -4.15332 -3.41778
H -2.54532 -4.24430 -4.88419
C 0.96391 4.81421 4.11653
O 0.24581 5.14340 3.18389
N 1.36794 3.52746 4.28210
N 1.40980 5.71896 5.04686
H 1.95792 3.22709 5.03296
H 1.05885 2.84836 3.59593
H 1.12134 6.68168 4.93987
H 2.00111 5.47036 5.81546
C 0.77547 8.85898 2.95507
O 0.71094 8.82024 4.18142
N 0.88250 10.05202 2.27986
N 0.75149 7.74972 2.18898
H 0.93730 10.11754 1.28234
H 0.90289 10.89022 2.82799
H 0.66794 6.85939 2.67529
H 0.81178 7.75921 1.18936
C 2.03561 -4.76093 -0.20684
O 1.24380 -4.30598 -1.01793
N 3.38064 -4.77945 -0.43533
N 1.63540 -5.29031 0.98986
H 4.05222 -5.14961 0.20679
H 3.70419 -4.39608 -1.30066
H 0.64228 -5.27472 1.19703
H 2.27479 -5.67682 1.65656
C 6.07931 -6.56015 -2.50202
O 5.59381 -6.13197 -1.47264
N 5.66940 -6.13812 -3.73566
N 7.07579 -7.50114 -2.51059
H 6.05477 -6.47702 -4.59552
H 4.93919 -5.45022 -3.76588
H 7.39925 -7.83175 -1.62144
H 7.48797 -7.86659 -3.34691
*
```

Output
- LUMO: 1.864 eV
- HOMO level: -5.651 eV

# C22H43BiN2P3S

A structure of composition C22H43BiN2P3S in a non-equilibrium geometry (ωB97M-V/def2-TZVPD, OMol25).

Geometry as ORCA input:
```
! wB97M-V def2-TZVPD RIJCOSX def2/J DEFGRID3
* xyz 3 1
Bi 0.32234 -0.38424 0.06631
P -0.63896 2.02745 1.87643
P -2.58561 -0.51968 -0.12949
P 2.58670 1.37105 0.32039
H 0.59391 -2.03610 -6.42526
C 1.57007 -2.07023 -5.92135
C 1.84875 -2.90738 -4.91989
H 1.16338 -3.70132 -4.60324
C -1.24120 3.57155 1.06107
C -2.09255 1.65914 2.92109
C 0.42584 2.75353 3.18334
C -3.07231 -1.84840 -1.28384
C -3.74722 -0.89992 1.23969
C -3.35186 0.95815 -0.88707
C 3.90324 0.86719 -0.84275
C 3.52412 1.44241 1.89425
C 2.43556 3.15403 -0.08643
H 2.34691 -1.44273 -6.37223
H 2.85006 -2.92812 -4.49920
H -1.53273 4.31354 1.82162
H -2.10404 3.34394 0.42097
H -0.44308 3.98104 0.42628
H -2.23284 2.45043 3.66999
H -1.91015 0.70946 3.43543
H -3.00310 1.57184 2.32154
H -0.17954 3.42205 3.81201
H 1.26367 3.32094 2.76491
H 0.82283 1.94741 3.81169
H -4.11621 -2.14111 -1.11246
H -2.42833 -2.72570 -1.12372
H -2.94203 -1.50442 -2.31374
H -4.73260 -0.47005 1.00864
H -3.38360 -0.48256 2.18386
H -3.84982 -1.98735 1.35196
H -4.39497 0.72466 -1.13853
H -2.81808 1.24293 -1.80442
H -3.34009 1.80976 -0.19453
H 4.73698 1.58042 -0.77097
H 3.51501 0.83829 -1.86936
H 4.25168 -0.13826 -0.57857
H 4.54861 1.77967 1.67883
H 3.56500 0.45108 2.36343
H 3.05640 2.14342 2.59729
H 3.45236 3.56115 -0.19133
H 1.90958 3.70937 0.70137
H 1.89879 3.29045 -1.03484
C 0.67491 -1.09455 -3.36222
C 0.89925 0.14031 -4.01773
C -0.08073 0.63985 -4.85673
C -1.23926 -0.10233 -5.09707
C -1.48309 -1.31426 -4.43096
C -0.51638 -1.82603 -3.59630
S 1.86109 -1.83411 -2.42164
H 0.47550 0.30300 -1.65607
H 1.86604 0.61860 -3.89048
H 0.05383 1.58956 -5.37663
H -1.96524 0.26231 -5.82526
H -2.39120 -1.88616 -4.61520
H -0.61277 -2.80315 -3.11394
N -0.85239 -3.00156 2.43047
C -0.05532 -2.45502 3.37730
C 0.10405 -3.11160 4.62672
C 0.92768 -2.52054 5.57865
C 1.55563 -1.30855 5.25452
C 1.34388 -0.73942 4.00003
N 0.55866 -1.29025 3.05791
H -0.95812 -2.54909 1.52604
H -1.31248 -3.88533 2.60774
H -0.43600 -4.05178 4.76123
H 1.08837 -2.99436 6.54532
H 2.21386 -0.79222 5.94766
H 1.82931 0.19790 3.71751
*
```

Output
- Energy above the lowest of the compared OMol25 structures with the same formula, charge and spin: 44.9 kcal/mol
- LUMO (alpha / beta): -12.425 / -11.980 eV
- HOMO level (alpha / beta): -15.326 / -15.328 eV

# C22H43FeN2P3Se

A structure of composition C22H43FeN2P3Se in a non-equilibrium geometry (ωB97M-V/def2-TZVPD, OMol25).

Geometry as ORCA input:
```
! wB97M-V def2-TZVPD RIJCOSX def2/J DEFGRID3
* xyz 3 6
Fe -0.89012 0.03067 0.51785
P -3.28971 -0.19212 0.20212
P -0.30750 -2.11112 0.27139
P -0.31595 2.16430 0.26574
H 3.75698 -0.95592 -1.57362
C 3.86295 0.02601 -1.06073
C 4.16711 0.14272 0.23147
H 4.30668 -0.72832 0.90482
C -3.66721 -0.36692 -1.56921
C -4.02792 -1.53130 1.12987
C -4.04123 1.39826 0.73934
C 1.49882 -2.36737 0.30564
C -0.84574 -3.25056 1.60000
C -0.84195 -2.91985 -1.27013
C 1.48581 2.41185 0.38485
C -0.99568 3.34114 1.49351
C -0.79526 2.83972 -1.35853
H 3.83101 0.93299 -1.68738
H 4.32105 1.12422 0.69465
H -4.75995 -0.29804 -1.72372
H -3.28256 -1.32834 -1.90994
H -3.16533 0.42010 -2.13947
H -5.12845 -1.38034 1.04407
H -3.74410 -1.47592 2.18838
H -3.74453 -2.49690 0.68491
H -5.12592 1.25478 0.55973
H -3.66305 2.24364 0.14682
H -3.86987 1.57317 1.80643
H 1.71696 -3.32882 -0.17408
H 1.84495 -2.35148 1.34301
H 2.03436 -1.55759 -0.23226
H -0.69219 -4.26867 1.23804
H -1.89729 -3.08490 1.84987
H -0.24940 -3.06839 2.50698
H -0.36618 -3.90490 -1.30635
H -0.48744 -2.32952 -2.13266
H -1.93808 -3.03098 -1.30465
H 1.76204 3.39615 -0.01069
H 2.04740 1.63111 -0.16465
H 1.75976 2.32153 1.44231
H -0.71979 4.37112 1.24312
H -0.59909 3.08595 2.48696
H -2.08676 3.25379 1.53583
H -0.39060 3.85518 -1.40324
H -1.88581 2.88112 -1.47483
H -0.33773 2.24962 -2.17019
C 2.12867 -0.03193 -4.44371
C 3.54514 -0.13092 -4.54547
C 4.19407 0.01052 -5.76626
C 3.46218 0.28231 -6.93711
C 2.06991 0.42444 -6.85785
C 1.40457 0.29647 -5.63045
Se 1.34885 -0.28113 -2.80815
H -2.07266 0.76022 -0.11038
H 4.11753 -0.31426 -3.62952
H 5.28246 -0.08837 -5.83204
H 3.95436 0.40386 -7.90160
H 1.49573 0.62720 -7.77221
H 0.33412 0.42742 -5.52963
N 0.17435 -0.23250 6.94067
C -0.00681 -0.13854 5.59705
C 1.02152 -0.43378 4.67694
C 0.77727 -0.29937 3.31122
N -0.44019 0.01455 2.79923
C -1.42139 0.33951 3.68442
C -1.23948 0.28405 5.06521
H 1.02987 -0.58513 7.33774
H -0.58367 -0.04181 7.58448
H 2.00679 -0.74582 5.03233
H 1.59267 -0.42623 2.58961
H -2.36834 0.67938 3.26041
H -2.05101 0.57903 5.73367
*
```

Output
- Energy above the lowest of the compared OMol25 structures with the same formula, charge and spin: 0.2 kcal/mol
- LUMO (alpha / beta): -7.678 / -11.574 eV
- HOMO level (alpha / beta): -15.939 / -15.960 eV

# C22H43LuN2P3Se

A structure of composition C22H43LuN2P3Se in a non-equilibrium geometry (ωB97M-V/def2-TZVPD, OMol25).

Geometry as ORCA input:
```
! wB97M-V def2-TZVPD RIJCOSX def2/J DEFGRID3
* xyz 3 1
Lu 0.89602 0.12148 -0.54666
P 1.19979 2.98461 -0.58265
P 0.98864 -0.43087 3.23164
P -3.13787 0.56642 0.47368
H -0.20461 -1.30091 -5.85038
C -0.72879 -0.51404 -5.28305
C -0.45166 0.03509 -4.09186
H -0.24499 -0.50271 -3.15906
C 2.89244 3.19202 -1.22394
C 1.19168 4.15101 0.83922
C 0.11024 3.72578 -1.87485
C 0.03981 -1.92194 3.64258
C 2.64800 -0.64952 3.93753
C 0.18884 0.64926 4.46050
C -4.00769 0.53311 -1.11955
C -2.27231 2.12069 0.73939
C -3.85925 -0.44837 1.81331
H -1.59663 -0.10058 -5.82193
H -0.53915 1.12267 -3.95023
H 3.03794 2.51970 -2.07800
H 3.60742 2.88227 -0.44785
H 3.07317 4.22897 -1.52764
H 1.91219 3.80579 1.59896
H 0.19575 4.19973 1.30529
H 1.44056 5.17556 0.52867
H 0.22043 3.13259 -2.79575
H 0.37565 4.77763 -2.07474
H -0.95069 3.64245 -1.58586
H 0.10840 -2.01799 4.73901
H 0.44434 -2.82113 3.17864
H -1.01072 -1.83054 3.33768
H 2.59550 -1.06131 4.96065
H 3.21497 0.29810 3.94212
H 3.20442 -1.36832 3.33068
H 0.38659 0.17561 5.42760
H -0.89600 0.68346 4.31449
H 0.59112 1.66069 4.48525
H -5.08645 0.64894 -1.01599
H -3.82767 -0.42023 -1.61739
H -3.65693 1.37044 -1.72911
H -3.02097 2.92773 0.84517
H -1.58966 2.33141 -0.12269
H -1.63221 2.12436 1.64674
H -4.93980 -0.26650 1.80808
H -3.44613 -0.14572 2.79342
H -3.67253 -1.53419 1.67438
C -1.78342 -2.80594 -1.06279
C -1.33037 -2.66578 -2.38891
C -2.14147 -2.97225 -3.47275
C -3.39252 -3.54570 -3.24238
C -3.79048 -3.83761 -1.94236
C -2.96725 -3.51983 -0.86283
Se -0.81375 -2.01071 0.36924
H -1.96248 -0.33636 0.47912
H -0.32359 -2.26646 -2.52570
H -1.79055 -2.82370 -4.48978
H -4.04279 -3.75212 -4.08244
H -4.75692 -4.28836 -1.75250
H -3.26045 -3.74885 0.15221
N 0.78677 0.18243 1.73149
C 3.91351 0.25512 0.74753
C 5.15311 -0.35208 0.83756
C 5.35519 -1.53028 0.10810
C 4.35803 -2.12033 -0.67398
C 3.11935 -1.48088 -0.69981
N 2.96793 -0.23879 -0.13196
H 0.28635 1.06964 1.85077
H 3.58371 1.15316 1.28418
H 5.91836 0.17940 1.41536
H 6.33115 -1.96507 0.19601
H 4.54396 -3.06844 -1.20189
H 2.24741 -1.96290 -1.19702
*
```

Output
- Energy above the lowest of the compared OMol25 structures with the same formula, charge and spin: 0.0 kcal/mol
- LUMO: -8.892 eV
- HOMO level: -15.149 eV

# C22H43NO5

A cluster of 6 separate species, C22H43NO5 in total in a non-equilibrium geometry (ωB97M-V/def2-TZVPD, OMol25).

Geometry as ORCA input:
```
! wB97M-V def2-TZVPD RIJCOSX def2/J DEFGRID3
* xyz 1 2
C -3.93111 -2.62058 1.86143
C -5.32631 -2.14289 1.97080
N -6.43017 -1.77474 2.10293
H -3.70959 -3.03048 0.87603
H -3.69074 -3.35334 2.63174
H -3.21772 -1.83463 2.10936
C -1.93251 1.66820 -0.95701
C -0.50268 1.88433 -1.20054
C 0.07119 0.55056 -1.82716
O -0.87407 -0.47925 -1.43390
C -1.93469 0.13637 -0.68707
H -2.56884 2.02805 -1.76553
H -2.26330 2.30105 -0.13349
H 0.00680 2.18563 -0.28525
H -0.31103 2.63979 -1.96255
H 1.05709 0.36821 -1.39953
H 0.05689 0.63233 -2.91399
H -1.93905 -0.15492 0.36328
H -2.82016 -0.25037 -1.19151
C 4.91327 -1.51368 -0.22564
C 5.02855 -3.04111 -0.52235
C 3.57672 -3.44428 -0.43630
O 2.76325 -2.29754 -0.30782
C 3.45544 -1.13308 -0.53393
H 5.53762 -0.86269 -0.83761
H 5.02994 -1.26269 0.82863
H 5.62386 -3.49875 0.26776
H 5.58174 -3.26703 -1.43396
H 3.51017 -4.08048 0.44627
H 3.20137 -4.06155 -1.25251
H 2.99948 -0.24498 -0.09634
H 3.31633 -1.08270 -1.61384
C 0.68532 0.77988 2.77840
C 0.51771 0.43234 4.26787
C -0.55202 -0.65802 4.05031
O -0.03849 -1.39516 2.93926
C 0.84519 -0.60337 2.13433
H 1.54855 1.42738 2.62449
H -0.16095 1.29484 2.32371
H 0.16996 1.26289 4.88217
H 1.42489 0.08444 4.76192
H -1.55813 -0.35198 3.76363
H -0.51097 -1.38619 4.86036
H 0.50571 -0.62360 1.09874
H 1.90439 -0.85988 2.15419
C -4.26095 5.49222 1.53928
C -2.97598 6.18634 1.47870
C -1.96888 5.15456 2.10185
O -2.68695 3.91780 1.91222
C -3.93410 4.02465 1.18961
H -5.03644 5.92770 0.90915
H -4.63213 5.41786 2.56143
H -3.05315 7.14454 1.99250
H -2.79883 6.46815 0.44076
H -1.91715 5.46089 3.14664
H -1.11349 5.18753 1.42707
H -4.65022 3.36236 1.67607
H -3.83897 3.94552 0.10666
C 0.95323 -2.46987 -3.73492
C 1.91181 -1.95646 -4.79941
C 3.18466 -2.80462 -4.55200
O 2.54051 -4.06737 -4.04294
C 1.22900 -3.89271 -3.56154
H -0.08549 -2.19058 -3.91145
H 1.24157 -2.02526 -2.78241
H 2.17440 -0.91901 -4.59239
H 1.49106 -2.12426 -5.79082
H 3.81619 -2.36859 -3.77796
H 3.78333 -2.79175 -5.46278
H 1.15800 -4.04280 -2.48426
H 0.41018 -4.40319 -4.06854
*
```

Output
- LUMO (alpha / beta): -2.675 / -8.638 eV
- HOMO level (alpha / beta): -11.641 / -11.641 eV

Values for E, eV, ordered as above
-77061.491 -108358.705 -71003.870 -154064.380 -153299.441 -35224.794